No. 1
{"formula": "C24H38N4O4PReS", "method": "wB97M-V/def2-TZVPD", "symbols": ["Re", "C", "C", "C", "C", "C", "C", "C", "S", "O", "O", "N", "C", "C", "C", "C", "C", "N", "H", "H", "H", "H", "H", "H", "H", "H", "H", "H", "H", "O", "N", "O", "C", "C", "C", "C", "P", "N", "C", "C", "C", "C", "C", "C", "C", "C", "H", "H", "H", "H", "H", "H", "H", "H", "H", "H", "H", "H", "H", "H", "H", "H", "H", "H", "H", "H", "H", "H", "H", "H", "H", "H", "H"], "positions_angstrom": [[-0.240, -0.047, -1.099], [6.474, 3.221, -4.121], [5.116, 3.051, -3.497], [4.040, 3.827, -3.918], [2.774, 3.646, -3.387], [2.601, 2.686, -2.398], [3.663, 1.906, -1.940], [4.914, 2.106, -2.488], [0.980, 2.199, -2.021], [0.856, 1.772, -0.583], [0.042, 3.170, -2.482], [0.817, 0.734, -2.751], [-0.275, 0.520, -3.643], [-0.361, 0.753, -4.995], [-1.537, 0.373, -5.623], [-2.555, -0.229, -4.892], [-2.394, -0.429, -3.537], [-1.269, -0.037, -2.935], [6.396, 3.596, -5.140], [7.017, 2.277, -4.140], [7.072, 3.934, -3.550], [4.191, 4.574, -4.688], [1.932, 4.236, -3.722], [3.504, 1.152, -1.180], [5.747, 1.504, -2.148], [0.470, 1.201, -5.521], [-1.658, 0.533, -6.686], [-3.468, -0.551, -5.372], [-3.145, -0.902, -2.920], [1.835, -1.467, -1.122], [1.165, -2.371, -1.576], [-0.090, -2.046, -1.695], [-2.234, 0.412, 4.325], [-1.573, 0.660, 2.962], [-2.456, 1.585, 2.101], [-0.229, 1.376, 3.167], [-1.203, -0.937, 2.057], [-0.793, -0.477, 0.538], [0.301, -1.832, 2.729], [0.210, -2.057, 4.243], [1.586, -1.048, 2.405], [0.383, -3.179, 1.990], [-2.692, -2.065, 1.892], [-3.935, -1.200, 1.635], [-2.524, -2.983, 0.670], [-2.921, -2.904, 3.158], [-2.439, 1.382, 4.784], [-1.593, -0.143, 5.007], [-3.182, -0.114, 4.246], [-2.311, 2.604, 2.463], [-3.513, 1.359, 2.185], [-2.178, 1.571, 1.048], [-0.439, 2.376, 3.549], [0.327, 1.486, 2.235], [0.396, 0.872, 3.901], [0.210, -1.119, 4.795], [1.094, -2.617, 4.556], [-0.664, -2.632, 4.538], [1.770, -0.234, 3.100], [1.594, -0.652, 1.391], [2.422, -1.745, 2.485], [-0.358, -3.894, 2.339], [1.368, -3.609, 2.184], [0.289, -3.064, 0.910], [-3.814, -0.560, 0.761], [-4.210, -0.589, 2.488], [-4.770, -1.877, 1.441], [-2.209, -2.435, -0.217], [-3.498, -3.431, 0.461], [-1.819, -3.791, 0.834], [-3.001, -2.297, 4.058], [-2.141, -3.646, 3.312], [-3.864, -3.443, 3.043]], "atomic_forces_ev_per_a": [[0.180, -2.480, 1.379], [-0.051, 0.025, 0.076], [0.059, -0.041, -0.028], [-0.006, 0.044, -0.011], [0.017, 0.067, 0.162], [0.254, -0.222, 0.068], [-0.053, 0.147, 0.033], [0.016, 0.017, 0.011], [-0.183, -0.152, -0.606], [-0.163, 0.346, -0.644], [0.013, 0.134, -0.041], [-0.487, 0.498, -0.255], [0.396, 0.411, 0.256], [0.050, -0.029, -0.123], [0.013, -0.002, -0.014], [-0.033, -0.039, -0.054], [0.098, -0.063, 0.109], [-0.053, 0.644, -0.098], [-0.003, 0.007, 0.006], [0.000, 0.002, 0.004], [-0.008, 0.000, 0.004], [-0.013, -0.015, 0.000], [0.000, -0.034, -0.038], [-0.015, -0.032, -0.043], [-0.009, 0.002, -0.006], [-0.030, 0.002, -0.019], [0.004, 0.002, 0.007], [-0.003, 0.023, 0.004], [-0.021, 0.032, 0.006], [0.464, -0.144, -0.165], [-0.101, -0.026, 0.417], [-0.147, 0.330, -0.490], [0.009, 0.095, -0.038], [0.074, -0.152, -0.040], [0.046, -0.002, 0.047], [-0.049, 0.074, 0.078], [0.049, 0.092, -0.283], [-0.285, 0.445, 0.311], [-0.184, 0.080, -0.092], [0.100, -0.038, -0.030], [0.063, -0.071, 0.001], [0.148, 0.004, 0.069], [0.079, 0.104, 0.163], [0.023, -0.069, -0.089], [-0.046, -0.031, 0.005], [-0.064, 0.006, -0.071], [0.019, -0.009, -0.009], [-0.007, 0.007, -0.002], [-0.057, 0.021, -0.022], [-0.034, -0.017, 0.009], [-0.063, -0.052, 0.000], [0.034, 0.018, 0.008], [-0.001, -0.012, 0.010], [-0.022, 0.020, -0.001], [-0.041, 0.048, 0.012], [0.060, -0.013, 0.004], [-0.013, -0.004, -0.020], [-0.011, -0.008, 0.006], [0.024, -0.050, -0.033], [0.006, -0.023, -0.015], [-0.009, 0.014, 0.034], [-0.012, 0.005, -0.015], [-0.034, -0.010, 0.028], [0.026, 0.009, 0.006], [0.009, 0.008, 0.006], [-0.014, 0.043, 0.062], [0.016, 0.018, -0.011], [-0.027, 0.007, 0.001], [0.023, -0.015, 0.018], [-0.010, -0.008, 0.002], [-0.018, 0.017, 0.014], [-0.011, -0.015, -0.012], [0.018, 0.010, -0.015]], "homo_ha": [-0.392, -0.383], "lumo_energy_ev": [-3.52, -3.15], "relative_energy_kcal_mol": 26.1, "e_tot_ha": -2274.8067, "s2": 0.8794, "spin_multiplicity": 2, "charge": 1}



No. 2
{"formula": "C24H39F5NO6", "method": "wB97M-V/def2-TZVPD", "symbols": ["C", "C", "O", "C", "C", "O", "N", "C", "C", "C", "C", "F", "F", "C", "F", "F", "F", "C", "C", "C", "C", "C", "C", "C", "H", "H", "H", "H", "H", "H", "H", "H", "H", "H", "H", "H", "H", "H", "H", "H", "H", "H", "H", "H", "H", "H", "H", "O", "C", "O", "C", "C", "C", "H", "H", "H", "H", "H", "H", "H", "H", "O", "C", "O", "C", "C", "C", "H", "H", "H", "H", "H", "H", "H", "H"], "positions_angstrom": [[4.286, -1.329, 1.457], [2.768, -1.105, 1.005], [2.608, -0.235, -0.146], [1.317, 0.417, -0.166], [0.066, -0.634, -0.019], [-1.116, -0.138, -0.706], [-2.278, -0.548, -0.117], [-2.644, 0.234, 1.140], [-4.105, 0.893, 1.079], [-4.168, 2.347, 0.408], [-3.180, 3.426, 1.037], [-3.641, 4.709, 0.562], [-1.837, 3.318, 0.526], [-3.207, 3.526, 2.635], [-4.490, 3.831, 3.154], [-2.641, 2.424, 3.307], [-2.389, 4.653, 2.975], [-2.371, -2.029, 0.149], [-3.878, -2.563, 0.289], [-4.386, -2.887, 1.740], [-5.796, -3.447, 2.040], [-6.740, -3.704, 0.820], [-6.248, -3.349, -0.601], [-4.832, -2.779, -0.908], [4.842, -0.355, 1.710], [4.893, -1.985, 0.725], [4.269, -1.930, 2.443], [2.369, -2.147, 0.689], [2.144, -0.754, 1.908], [1.208, 1.042, -1.122], [1.217, 1.172, 0.707], [-0.054, -0.799, 1.103], [0.459, -1.630, -0.453], [-3.040, -0.331, -0.801], [-2.628, -0.503, 2.030], [-1.796, 0.973, 1.340], [-4.744, 0.199, 0.406], [-4.555, 0.836, 2.124], [-5.238, 2.745, 0.592], [-4.071, 2.262, -0.737], [-1.840, -2.343, 1.124], [-1.906, -2.574, -0.757], [-3.688, -2.704, 2.630], [-6.200, -3.717, 3.067], [-7.776, -4.143, 1.006], [-6.952, -3.548, -1.472], [-4.467, -2.548, -1.972], [4.388, 1.759, 3.072], [5.027, 2.596, 2.475], [5.362, 2.399, 1.187], [5.937, 3.403, 0.336], [7.444, 3.445, 0.488], [5.540, 3.822, 3.180], [5.470, 4.376, 0.505], [5.688, 3.115, -0.688], [7.740, 3.717, 1.503], [7.880, 4.169, -0.204], [7.875, 2.461, 0.286], [6.481, 3.582, 3.676], [4.804, 4.121, 3.929], [5.675, 4.681, 2.526], [0.874, -3.625, -1.936], [0.854, -2.846, -2.866], [-0.115, -2.922, -3.796], [-0.340, -1.934, -4.814], [0.532, -2.192, -6.025], [1.956, -1.847, -3.049], [-0.219, -0.924, -4.415], [-1.390, -2.027, -5.102], [1.594, -2.122, -5.779], [0.313, -1.472, -6.817], [0.362, -3.200, -6.409], [2.786, -2.317, -3.577], [2.291, -1.522, -2.061], [1.647, -0.945, -3.576]], "atomic_forces_ev_per_a": [[0.144, -0.159, 0.427], [0.348, -1.582, 0.671], [-1.566, 0.432, 0.677], [-0.822, 0.746, 0.365], [3.065, -0.780, 0.535], [1.527, 0.163, -0.123], [-2.398, -0.263, 1.084], [-0.027, 0.477, 2.188], [0.307, -0.589, -0.951], [-0.623, -0.216, 0.523], [-0.567, 1.126, -2.120], [1.032, -2.633, 1.237], [-2.818, -0.128, 1.629], [1.255, 2.429, 2.050], [3.111, -1.412, -1.561], [-1.653, 2.150, -1.706], [-1.928, -2.856, -0.765], [-0.876, -3.153, -0.342], [-3.130, -0.685, 1.040], [-2.040, -0.486, -1.936], [0.869, 0.600, -4.447], [3.780, 1.651, -0.313], [1.672, 0.274, 2.104], [-0.706, -0.767, 3.842], [-1.027, -1.408, -0.651], [-1.112, 1.290, 0.937], [-0.180, 0.907, -1.515], [0.480, 1.506, 0.618], [0.991, -0.175, -1.336], [0.316, -1.214, 1.210], [0.321, -1.173, -1.205], [-0.456, 0.357, -1.502], [-1.100, 1.442, 0.416], [0.871, -0.201, 0.297], [-0.038, 1.123, -1.597], [-1.278, -0.895, -0.547], [0.804, 1.044, 1.238], [0.644, 0.309, -1.421], [1.779, -0.478, -0.242], [0.300, 0.447, 1.840], [-0.593, 0.903, -1.770], [-0.490, 0.993, 1.452], [-1.046, -0.344, -1.507], [0.982, 0.546, -1.432], [1.671, 0.742, -0.483], [1.127, 0.342, 1.309], [-0.813, -0.525, 1.770], [0.269, 0.272, -0.705], [0.023, -0.151, 0.581], [-0.472, -0.334, -0.196], [0.322, 0.106, -0.037], [0.127, -0.035, 0.151], [-0.394, 0.550, -0.011], [0.032, -0.064, 0.126], [-0.132, -0.166, 0.220], [-0.035, 0.092, -0.074], [-0.046, -0.060, 0.043], [-0.089, 0.093, -0.080], [-0.050, 0.019, -0.044], [0.173, -0.244, 0.042], [0.223, -0.082, -0.019], [-0.567, 0.416, -0.485], [0.539, -0.298, 0.084], [-0.583, -0.217, 0.445], [0.178, 0.040, -0.338], [0.180, -0.073, -0.034], [-0.056, 0.650, 0.303], [0.122, -0.072, 0.046], [0.085, -0.179, 0.222], [-0.066, 0.106, -0.012], [-0.001, -0.057, 0.068], [-0.094, 0.123, 0.032], [-0.057, 0.028, 0.022], [0.171, -0.229, -0.121], [0.083, -0.108, -0.220]], "homo_ha": -0.439, "lumo_energy_ev": -2.81, "e_tot_ha": -1942.9001, "charge": 1}



No. 3
{"formula": "C24H39GeN2O3PtSi3", "method": "wB97M-V/def2-TZVPD", "symbols": ["Pt", "C", "O", "C", "C", "C", "C", "C", "C", "N", "N", "C", "O", "C", "C", "C", "C", "C", "C", "C", "O", "H", "H", "H", "H", "H", "H", "H", "H", "H", "H", "H", "H", "C", "Si", "C", "C", "Ge", "Si", "C", "C", "C", "Si", "C", "C", "C", "H", "H", "H", "H", "H", "H", "H", "H", "H", "H", "H", "H", "H", "H", "H", "H", "H", "H", "H", "H", "H", "H", "H", "H", "H", "H", "H"], "positions_angstrom": [[0.901, 0.001, -0.202], [-0.937, 2.145, -3.850], [-0.419, 3.452, -3.520], [-0.105, 3.833, -2.306], [-0.039, 5.220, -2.088], [0.239, 5.694, -0.842], [0.445, 4.801, 0.244], [0.449, 3.440, 0.085], [0.555, 2.638, 1.299], [0.661, 1.364, 1.400], [0.584, 0.838, 2.661], [0.505, -0.478, 2.647], [0.545, -1.220, 1.594], [0.383, -1.159, 3.958], [-0.195, -2.425, 4.012], [-0.311, -3.082, 5.226], [0.163, -2.482, 6.385], [0.738, -1.219, 6.333], [0.840, -0.551, 5.124], [0.249, 2.898, -1.236], [0.409, 1.680, -1.540], [-1.457, 2.288, -4.791], [-1.629, 1.807, -3.083], [-0.126, 1.433, -3.966], [-0.252, 5.881, -2.917], [0.264, 6.761, -0.665], [0.596, 5.209, 1.236], [0.454, 3.174, 2.242], [-0.569, -2.878, 3.102], [-0.779, -4.056, 5.273], [0.080, -2.997, 7.333], [1.097, -0.750, 7.239], [1.273, 0.439, 5.075], [3.083, 0.226, -3.616], [3.187, -1.533, -3.077], [4.782, -2.387, -3.407], [1.641, -2.509, -3.366], [2.811, -1.333, -0.491], [3.203, -3.643, 0.614], [4.772, -4.282, -0.117], [1.646, -4.479, 0.092], [3.318, -3.182, 2.388], [4.598, 0.417, 0.519], [4.137, 0.557, 2.292], [6.209, -0.412, 0.185], [4.247, 1.904, -0.520], [2.821, 0.228, -4.680], [4.034, 0.747, -3.506], [2.308, 0.773, -3.076], [4.868, -2.554, -4.486], [4.836, -3.358, -2.917], [5.636, -1.783, -3.098], [1.312, -2.349, -4.398], [0.825, -2.189, -2.712], [1.804, -3.577, -3.221], [4.635, -4.658, -1.130], [5.120, -5.116, 0.503], [5.561, -3.529, -0.122], [1.681, -4.801, -0.949], [0.780, -3.830, 0.241], [1.502, -5.365, 0.718], [4.195, -2.569, 2.600], [3.408, -4.108, 2.966], [2.423, -2.654, 2.718], [4.589, -0.233, 2.890], [3.058, 0.549, 2.454], [4.514, 1.520, 2.654], [6.362, -1.270, 0.841], [7.002, 0.314, 0.396], [6.320, -0.731, -0.852], [3.177, 2.035, -0.688], [4.755, 1.853, -1.483], [4.618, 2.786, 0.013]], "atomic_forces_ev_per_a": [[-0.444, 0.141, 0.152], [-0.040, -0.024, -0.023], [-0.054, 0.006, -0.015], [0.076, -0.084, 0.060], [-0.005, -0.009, -0.012], [0.014, -0.005, 0.104], [-0.014, 0.146, -0.015], [0.015, -0.118, 0.018], [-0.066, 0.097, 0.071], [0.271, -0.032, -0.150], [0.056, -0.096, -0.059], [0.071, 0.026, 0.110], [-0.182, -0.109, -0.001], [0.001, -0.027, -0.074], [0.024, -0.040, -0.010], [0.009, 0.025, -0.011], [0.012, -0.002, -0.001], [-0.009, 0.017, -0.007], [0.007, 0.012, 0.032], [0.074, -0.034, 0.023], [-0.084, -0.066, -0.216], [0.006, 0.023, -0.005], [0.010, 0.001, -0.001], [0.024, 0.015, 0.001], [0.013, -0.020, -0.026], [0.008, -0.007, 0.043], [-0.018, 0.042, -0.018], [-0.022, 0.017, -0.021], [0.008, -0.003, 0.007], [0.006, -0.004, -0.004], [-0.014, 0.005, 0.003], [0.009, -0.006, 0.001], [-0.007, 0.001, 0.004], [-0.002, 0.174, 0.040], [0.071, -0.169, 0.157], [0.101, -0.051, -0.091], [-0.086, -0.069, 0.040], [0.164, 0.259, 0.088], [0.068, -0.008, -0.172], [0.076, -0.082, -0.037], [-0.144, 0.033, -0.042], [-0.001, 0.235, 0.087], [-0.002, 0.041, -0.085], [-0.132, -0.112, 0.112], [0.091, -0.120, -0.029], [-0.046, 0.031, -0.111], [0.014, 0.004, -0.005], [-0.007, 0.012, -0.014], [-0.009, 0.014, -0.026], [0.026, -0.001, 0.010], [0.015, 0.009, -0.036], [0.014, -0.014, -0.015], [0.012, -0.015, -0.010], [-0.031, -0.007, -0.050], [-0.013, -0.006, -0.003], [0.003, -0.023, 0.019], [0.013, -0.008, -0.022], [0.022, -0.016, 0.010], [-0.012, -0.017, 0.002], [-0.009, -0.020, 0.039], [0.015, -0.016, -0.009], [0.021, -0.057, 0.028], [-0.012, 0.002, 0.009], [-0.040, -0.025, 0.076], [-0.008, 0.023, 0.013], [-0.031, 0.043, 0.045], [0.024, 0.000, 0.006], [0.032, -0.001, -0.009], [0.017, -0.018, 0.002], [0.023, 0.028, 0.001], [0.000, 0.046, 0.017], [-0.010, 0.017, 0.002], [0.016, -0.002, 0.001]], "homo_ha": [-0.469, -0.482], "lumo_energy_ev": [-5.41, -8.71], "relative_energy_kcal_mol": 0.0, "e_tot_ha": -4337.2270, "s2": 8.7790, "spin_multiplicity": 6, "charge": 2}



- Number 1 is which compound?
  C24H38N4O4PReS